Record 1
This record from the Open Molecules 2025 dataset describes a structure of composition C2H2AgCl6F. The level of theory is ωB97M-V with the def2-TZVPD basis set.

* E_LUMO (alpha / beta): -0.202 / -0.381 Ha
* energy above the lowest of the compared OMol25 structures with the same formula, charge and spin: 0.031 eV
* DFT total energy: -83945.188 eV
* net charge: +1
* multiplicity: 2
* strongest force on any atom: 0.035 Eh/bohr
* HOMO (alpha / beta): -14.1 / -13.7 eV

Cartesian coordinates (Å):
Ag  2.5386  1.3457  3.5266
F  0.9563  0.6521  2.0502
C  -0.7057  -2.2960  0.4673
Cl  -1.3856  -3.6756  1.4428
Cl  -1.9512  -1.0137  -0.0114
Cl  0.0102  -2.9045  -1.0287
H  0.1157  -1.8132  0.9969
C  0.1549  1.8274  -1.4549
Cl  -1.1535  2.6543  -0.5000
Cl  1.2506  3.1304  -1.9837
Cl  -0.5450  0.9103  -2.7278
H  0.7147  1.1828  -0.7772

---

Record 2
This record from the Open Molecules 2025 dataset describes an isolated molecule of C20H24N2O8S. The level of theory is ωB97M-V with the def2-TZVPD basis set.

* E_LUMO: 0.007 Ha
* DFT total energy: -51323.542 eV
* net charge: 0
* strongest force on any atom: 0.021 Eh/bohr
* HOMO: -8.3 eV

Cartesian coordinates (Å):
C  -0.8748  -4.7359  0.8685
O  -1.7265  -3.6702  0.4758
C  -1.3875  -2.4600  0.9223
O  -0.5084  -2.2548  1.7223
C  -2.3092  -1.4096  0.4034
C  -3.6796  -1.6413  0.3915
C  -4.5672  -0.6365  0.0484
O  -5.9239  -0.7920  0.0765
C  -6.4503  -2.0514  0.4212
C  -4.0862  0.6397  -0.3232
O  -4.9177  1.6927  -0.6082
C  -6.0649  1.4678  -1.4072
C  -2.7054  0.8576  -0.3580
O  -2.0674  2.0196  -0.6967
C  -2.7339  3.0486  -1.3984
C  -1.8206  -0.1720  0.0146
N  -0.4482  0.0922  -0.0715
C  0.4777  -0.7710  -0.5642
O  0.2284  -1.9056  -0.9181
C  1.8646  -0.2131  -0.6141
C  2.1330  1.1193  -0.9192
C  3.4424  1.5674  -0.9568
C  4.4726  0.6845  -0.6946
S  6.1575  1.3031  -0.6328
O  7.0611  0.2312  -0.9199
O  6.2348  2.5077  -1.4034
N  6.3791  1.7256  0.9702
C  5.6040  2.8581  1.4070
C  6.4363  0.6158  1.8868
C  4.2248  -0.6453  -0.4113
C  2.9172  -1.0951  -0.3807
H  0.0901  -4.6344  0.3689
H  -0.7205  -4.7216  1.9498
H  -1.3688  -5.6538  0.5596
H  -4.0316  -2.6129  0.6916
H  -6.1174  -2.8300  -0.2716
H  -6.1830  -2.3321  1.4442
H  -7.5315  -1.9421  0.3493
H  -5.8608  0.7525  -2.2070
H  -6.9055  1.1112  -0.8104
H  -6.3107  2.4378  -1.8408
H  -3.1904  2.6754  -2.3177
H  -3.4938  3.5316  -0.7830
H  -1.9529  3.7667  -1.6501
H  -0.1930  1.0574  0.0761
H  1.3320  1.8041  -1.1576
H  3.6846  2.5880  -1.2077
H  4.5675  2.5857  1.6472
H  5.6142  3.5864  0.6002
H  6.0697  3.2941  2.2912
H  5.4384  0.2419  2.1514
H  7.0070  -0.1727  1.4034
H  6.9512  0.9264  2.7963
H  5.0576  -1.3092  -0.2426
H  2.6858  -2.1279  -0.1712

---

Record 3
This record from the Open Molecules 2025 dataset describes a structure of composition C24H21N6Pt. The level of theory is ωB97M-V with the def2-TZVPD basis set.

* E_LUMO: 0.079 Ha
* energy above the lowest of the compared OMol25 structures with the same formula, charge and spin: 2.111 eV
* DFT total energy: -37416.444 eV
* net charge: -1
* strongest force on any atom: 0.032 Eh/bohr
* HOMO: -4.7 eV

Cartesian coordinates (Å):
Pt  -0.3236  -0.5046  -0.1106
N  2.7560  -0.2312  0.1155
C  3.2308  0.9334  -0.4441
C  4.4809  0.9009  -1.0777
C  5.0821  2.0404  -1.5717
C  4.4227  3.2543  -1.4623
C  3.1706  3.2809  -0.8684
C  2.5306  2.1541  -0.3389
C  1.1463  2.3957  0.2186
C  1.0189  3.6043  0.9190
C  -0.2079  4.1554  1.2399
C  -1.3500  3.5135  0.7939
C  -1.2253  2.2861  0.1613
C  -0.0089  1.6218  -0.0790
H  3.1939  -1.0839  -0.1902
H  1.7449  -0.2802  0.2049
H  4.9827  -0.0572  -1.1640
H  6.0541  1.9765  -2.0463
H  4.8616  4.1652  -1.8487
H  2.6372  4.2221  -0.8375
H  1.9195  4.1217  1.2277
H  -0.2631  5.0786  1.8041
H  -2.3313  3.9421  0.9691
H  -2.1452  1.8002  -0.1496
C  -3.5979  -0.5628  0.6017
C  -3.3087  -0.3105  -0.8336
N  -2.1428  -0.3919  -1.4364
C  -2.3450  -0.0842  -2.7601
C  -3.6588  0.1845  -2.9679
N  -4.2587  0.0360  -1.7358
H  -2.6604  -0.6413  1.1490
H  -4.1494  -1.4967  0.7270
H  -4.1850  0.2517  1.0285
H  -1.5332  -0.0799  -3.4648
H  -4.2075  0.4689  -3.8468
H  -5.2312  0.1694  -1.5265
C  -0.3768  -5.3952  -0.0602
C  -1.5126  -4.7192  -0.4795
C  -1.5352  -3.3296  -0.5123
C  -0.4299  -2.5539  -0.1387
C  0.6939  -3.2695  0.3005
C  0.7314  -4.6574  0.3303
H  -0.3588  -6.4781  -0.0272
H  -2.3950  -5.2772  -0.7758
H  -2.4421  -2.8449  -0.8565
H  1.5670  -2.7271  0.6512
H  1.6250  -5.1626  0.6800
N  -0.3292  -1.6432  6.1755
C  0.0627  -1.1136  5.2207
N  0.5767  -0.4527  4.2079
C  0.1800  -0.5733  2.9992
N  -0.1559  -0.6357  1.8857